ORCA calculation (ωB97M-V/def2-TZVPD) on a 3-piece molecular cluster, C18H36ClNO11P2S overall in a non-equilibrium geometry.

ORCA input file:
```
! wB97M-V def2-TZVPD RIJCOSX def2/J DEFGRID3
* xyz 0 1
C 3.24 4.73 0.40
C 1.77 4.22 0.55
C 1.31 4.01 -0.91
O 0.54 2.77 -1.07
C 1.32 1.76 -0.89
N 2.12 1.00 -0.55
O 0.63 5.17 -1.25
C 0.70 6.10 -0.22
O 0.68 7.27 -0.38
C 0.73 5.25 1.09
C -0.75 4.84 1.19
C -1.13 3.93 2.37
C -0.69 2.45 2.19
S -0.09 1.66 3.71
C 1.27 6.23 2.15
C 1.63 5.61 3.51
C 3.09 5.22 3.69
Cl 1.23 6.87 4.77
H 3.29 5.82 0.32
H 3.70 4.35 -0.51
H 3.87 4.38 1.21
H 1.87 3.36 1.21
H 2.09 3.94 -1.68
H -1.32 5.77 1.31
H -1.11 4.35 0.28
H -2.22 3.90 2.39
H -0.82 4.32 3.34
H -1.56 1.89 1.83
H 0.07 2.34 1.42
H 1.25 1.81 3.62
H 0.51 7.00 2.30
H 2.15 6.78 1.80
H 1.03 4.74 3.78
H 3.30 5.09 4.75
H 3.21 4.22 3.24
H 3.78 5.91 3.19
C 2.66 -5.50 1.37
O 1.37 -5.54 0.74
P 0.58 -4.11 0.52
O 0.66 -3.50 1.89
O -0.81 -4.84 0.19
C -1.42 -5.64 1.20
O 0.12 -2.82 -0.40
C 1.16 -1.85 -0.68
H 3.18 -6.42 1.11
H 3.25 -4.66 1.02
H 2.53 -5.45 2.45
H -1.13 -5.31 2.20
H -1.15 -6.68 1.06
H -2.50 -5.53 1.08
H 2.07 -2.34 -1.02
H 1.36 -1.26 0.21
H 0.80 -1.20 -1.47
C -1.61 -3.63 -2.77
O -2.73 -4.52 -2.64
P -3.25 -5.31 -3.98
O -3.38 -4.20 -4.97
O -4.62 -5.76 -3.27
C -5.53 -4.75 -2.86
O -3.31 -6.64 -4.95
C -2.13 -6.91 -5.73
H -1.17 -3.48 -1.78
H -0.85 -4.04 -3.43
H -1.96 -2.67 -3.16
H -5.42 -3.85 -3.46
H -5.38 -4.52 -1.81
H -6.54 -5.15 -3.00
H -1.23 -6.86 -5.12
H -2.06 -6.20 -6.55
H -2.22 -7.92 -6.13
*
```

HOMO = -9.349 eV
Orbital gap = 8.8 eV
Structure (SMILES) = C[C@@H]1[C@@H](OC#N)OC(=O)[C@]1(CCCS)C[C@@H](C)Cl.COP(=O)(OC)OC.COP(=O)(OC)OC

These are the natural (NBO) partial charges, in e, on atoms 1 to 5: C -0.6158; C -0.2943; C 0.4016; O -0.4931; C 0.5514